Entry 1:
3 unconnected molecules or ions with the total composition C4H14NO2 in a non-equilibrium geometry, computed with wB97M-V/def2-TZVPD.

Positions of all 21 atoms, in Å:
C (0.0862, -0.9161, 0.4350)
N (-1.2233, -0.1525, 0.2616)
C (-1.1154, 0.8399, 1.3890)
C (0.3225, 1.0009, 1.8238)
C (1.1672, -0.0871, 1.0855)
H (0.0937, -1.9108, 0.8934)
H (0.3561, -1.1180, -0.5878)
H (-2.0341, -0.7526, 0.1230)
H (-1.1435, 0.2922, -0.6624)
H (-1.5860, 0.4239, 2.3211)
H (-1.5415, 1.8154, 1.1309)
H (0.7700, 1.9359, 1.5765)
H (0.3738, 0.7971, 2.9072)
H (1.6845, -0.7234, 1.8289)
H (1.8944, 0.3139, 0.4214)
H (-1.0531, -0.8776, -2.5624)
H (-2.5610, -0.3154, -2.5154)
O (-1.7656, -0.5268, -2.0186)
H (2.6075, -0.7503, -3.0831)
H (2.4562, 0.7904, -2.2409)
O (2.2113, -0.0790, -2.5268)

Charge = +1
Orbital gap = 11.828 eV
Energy relative to the best compared isomer or geometry (same formula, charge and spin) = 184.1 kJ/mol
LUMO level = -3.0 eV
2S+1 = 1
HOMO = -14.9 eV

***

Entry 2:
A molecular structure, C4H14NO2 in a non-equilibrium geometry, computed with wB97M-V/def2-TZVPD.

Positions of all 21 atoms, in Å:
C (-1.5995, -0.7667, 2.2743)
O (0.3475, -0.6721, -1.8277)
C (-2.5273, -0.3298, 1.3691)
C (-2.3059, -0.5693, -0.0776)
C (-1.9926, 0.6364, -0.9641)
N (5.4327, 2.5445, 0.1529)
H (-1.6486, -0.5105, 3.3321)
H (-0.8272, -1.4519, 1.9434)
H (0.8530, -1.0139, -2.5783)
H (-3.3735, 0.3085, 1.6255)
H (-3.1628, -1.1120, -0.5102)
H (-1.4185, -1.2071, -0.0899)
H (-2.5592, 1.5460, -0.7471)
H (-2.0801, 0.3819, -2.0095)
H (-0.9147, 0.8291, -0.7364)
H (5.6095, 1.5809, -0.0660)
H (6.0273, 3.3201, -0.0843)
H (4.4882, 2.7900, -0.1149)
H (0.9935, -2.7507, -0.0161)
H (0.3577, -1.4728, -0.9491)
O (0.3007, -2.0805, 0.0739)

Charge = +1
Orbital gap = 1.976 eV
Energy relative to the best compared isomer or geometry (same formula, charge and spin) = 983.8 kJ/mol
LUMO level = -10.3 eV
2S+1 = 1
HOMO = -12.2 eV